Molecular formula: C20H26N2O4
Method: DFT, ωB97M-V with the def2-TZVPD basis set

Properties
Net charge: 0
Structure (SMILES): CC(=O)c1ccc(NC(=O)C[C@H](NCCC2=CCCCC2)C(=O)O)cc1
HOMO-LUMO gap, eV: 9.05
HOMO energy, eV: -8.63
Calculated total energy, hartree: -1188.23238
Energy relative to the best compared isomer or geometry (same formula, charge and spin), kJ/mol: 79.7

Atoms and positions in Å:
H  -1.023  -1.805  -1.418
C  -0.310  1.483  -3.777
H  2.875  1.308  -0.984
H  0.248  -0.340  -3.047
H  4.445  -1.222  -3.198
C  -2.585  -1.020  -0.139
H  1.928  2.897  -2.609
N  -1.773  -1.239  0.935
O  0.576  -0.040  -0.236
H  -0.026  -1.427  2.827
H  -1.248  -2.333  7.283
H  -0.220  2.307  -3.057
O  -0.035  2.044  -0.734
H  0.865  0.595  -5.341
H  1.144  2.331  -5.112
C  -1.236  0.301  -1.811
C  -1.275  -1.349  4.557
H  -0.781  -1.326  0.738
C  -2.577  -1.236  5.046
C  -0.165  0.720  -0.816
H  -4.628  -1.030  4.513
N  -0.599  0.219  -3.115
H  2.215  -0.966  -4.162
H  -2.525  -1.343  -2.251
C  -1.767  -1.394  7.463
C  -1.038  -1.343  3.200
C  -2.912  -1.235  6.489
H  4.061  2.591  -1.266
H  5.150  1.087  -2.988
H  -4.213  -1.018  2.075
H  3.378  2.811  -3.597
C  2.732  2.230  -2.930
C  2.643  -0.156  -3.584
H  -2.159  -1.388  8.477
O  -3.771  -0.796  -0.078
C  2.159  1.075  -3.706
C  4.535  0.686  -2.180
H  0.723  2.288  -0.175
H  3.358  -1.085  -1.821
H  -1.061  -0.574  7.347
C  -3.396  -1.112  2.769
C  0.984  1.382  -4.595
C  -2.091  -1.225  2.290
H  -0.437  -1.441  5.231
O  -4.055  -1.114  6.875
H  5.196  0.406  -1.358
C  -3.623  -1.117  4.128
C  3.541  1.750  -1.729
C  3.771  -0.538  -2.676
C  -1.828  -1.070  -1.460
H  -2.023  1.059  -1.850
H  -1.150  1.713  -4.441

Molecular formula: C20H26N2O4S
Method: DFT, ωB97M-V with the def2-TZVPD basis set

Properties
Net charge: 0
HOMO-LUMO gap, eV: 8.05
HOMO energy, eV: -7.69
Calculated total energy, hartree: -1585.54709
Energy relative to the best compared isomer or geometry (same formula, charge and spin), kJ/mol: 2422.2

Atoms and positions in Å:
O  1.720  3.417  -0.777
C  -1.661  2.226  0.082
C  -1.841  1.456  -1.104
O  4.826  2.332  2.168
H  1.206  -3.324  0.898
C  1.848  -0.184  0.515
H  -1.274  0.752  -2.974
H  3.159  -0.640  -0.977
H  -4.655  0.446  0.716
S  -3.561  0.714  -1.152
H  -2.931  -3.720  -0.771
C  -2.069  -3.412  0.277
H  5.709  2.186  1.405
H  3.003  2.248  -1.814
H  3.425  3.801  -1.206
H  -0.061  -3.580  1.979
H  0.782  0.272  2.247
H  0.214  -0.431  -0.399
C  -0.689  -3.938  0.026
H  -1.657  -1.827  2.153
C  0.585  2.789  -0.760
C  -2.179  -1.887  -0.011
C  -1.386  -1.365  1.135
C  0.254  2.157  -1.817
C  4.193  0.675  0.160
C  -0.282  2.627  0.343
H  1.310  -1.774  -0.706
C  -3.747  -1.575  0.238
N  0.168  -1.971  0.854
H  2.264  3.596  -2.518
O  -4.457  1.846  -1.382
H  -1.401  -0.062  1.071
H  5.192  0.679  -0.089
N  -3.874  0.172  0.247
H  -2.391  2.409  0.717
H  0.045  3.252  1.087
C  3.154  -0.264  -0.196
H  -2.531  -3.903  0.959
H  -0.745  -4.852  -0.003
C  2.662  3.278  -1.501
H  2.602  1.888  2.822
C  1.737  0.602  1.605
C  2.716  1.475  2.031
H  -1.802  -1.514  -0.820
H  -0.492  -3.554  -1.117
O  -3.519  -0.078  -2.171
C  3.908  1.402  1.449
H  -4.049  -1.845  1.218
C  0.172  -3.167  1.210
C  0.836  -1.015  0.039
C  -0.944  1.324  -2.156
H  -4.312  -1.864  -0.381
H  0.818  1.723  -2.850

Q: Among the records above, which one has the lowest calculated total energy?
A: C20H26N2O4S